Record 1
The following is a DFT calculation (ωB97M-V/def2-TZVPD) of a molecular structure, C18H10Cl2CrN3O2S2Se3Te.

The spin multiplicity is 4. As for the HOMO energy (alpha / beta): -1.787 / -1.808 eV. The value obtained for the HOMO-LUMO gap (alpha / beta) is 5.21 / 5.65 eV. The total charge is -2. For the lowest unoccupied orbital energy (alpha / beta), the calculation gives 3.42 / 3.84 eV.

XYZ file:
```
42
Properties=species:S:1:pos:R:3:nbo_charge:R:1
Cr 1.948 1.905 -0.432 0.67
Se 3.540 0.955 -2.150 -0.03
Se 4.312 0.329 -4.210 -0.49
Te 4.652 4.491 -3.613 -0.38
Se 3.341 3.406 -1.672 -0.09
S 0.924 3.719 0.722 -0.09
C 1.779 3.048 2.072 -0.19
S 3.171 2.122 1.649 -0.10
C 1.337 3.218 3.370 -0.50
C 0.086 3.829 3.653 0.33
N -0.932 4.322 3.880 -0.41
C 2.049 2.710 4.490 0.33
N 2.598 2.307 5.421 -0.40
Cl -1.229 -1.512 2.016 0.01
C -1.903 -0.325 0.939 -0.08
C -1.940 0.987 1.384 -0.19
C -2.536 1.968 0.614 -0.20
C -3.120 1.624 -0.592 -0.21
C -3.046 0.319 -1.032 -0.07
Cl -3.767 -0.082 -2.577 -0.04
C -2.404 -0.697 -0.317 0.18
N -2.345 -1.998 -0.815 -0.66
C -1.158 -2.794 -0.706 0.15
C -1.269 -4.055 -0.130 -0.21
C -0.153 -4.856 0.032 -0.22
C 1.088 -4.392 -0.380 -0.22
C 1.194 -3.155 -0.988 -0.18
C 0.076 -2.346 -1.188 0.00
C 0.253 -1.028 -1.880 -0.55
C 0.545 0.139 -0.977 0.76
O 0.065 1.283 -1.221 -0.68
O 1.269 0.002 0.059 -0.67
H -1.495 1.228 2.339 0.24
H -2.533 2.994 0.954 0.24
H -3.609 2.361 -1.213 0.22
H -2.911 -2.168 -1.630 0.40
H -2.242 -4.369 0.225 0.21
H -0.249 -5.826 0.503 0.20
H 1.975 -4.995 -0.233 0.21
H 2.156 -2.801 -1.340 0.23
H -0.627 -0.756 -2.463 0.24
H 1.108 -1.108 -2.562 0.27
```

---

Record 2
The following is a DFT calculation (ωB97M-V/def2-TZVPD) of C4H8O in the gas phase.

Its SMILES is CC(C)C=O. As for the HOMO energy: -9.801 eV. The value obtained for the HOMO-LUMO gap is 10.72 eV. The total charge is 0. For the lowest unoccupied orbital energy, the calculation gives 0.92 eV.

XYZ file:
```
13
Properties=species:S:1:pos:R:3:nbo_charge:R:1
C -1.335 0.344 0.330 -0.60
C 0.011 0.110 -0.359 -0.33
C 0.560 -1.298 -0.148 -0.61
C 1.016 1.161 0.067 0.45
O 2.202 0.971 0.187 -0.52
H -2.103 -0.320 -0.080 0.22
H -1.264 0.149 1.407 0.21
H -1.679 1.376 0.194 0.21
H -0.131 0.282 -1.440 0.22
H 1.550 -1.401 -0.599 0.23
H -0.110 -2.047 -0.582 0.21
H 0.660 -1.510 0.923 0.21
H 0.586 2.171 0.259 0.10
```

---

Record 3
The following is a DFT calculation (ωB97M-V/def2-TZVPD) of 8 unconnected molecules or ions with the total composition C39H94BClFNO20P.

As for the HOMO energy: -10.440 eV. The value obtained for the HOMO-LUMO gap is 7.94 eV. The total charge is +1. For the lowest unoccupied orbital energy, the calculation gives -2.50 eV.

XYZ file:
```
158
Properties=species:S:1:pos:R:3:mulliken_charge:R:1
C 0.729 -1.551 2.505 -1.05
C 2.228 -1.774 2.337 0.35
C 2.597 -3.194 1.914 -0.63
O 3.085 -3.268 0.560 -0.38
C 2.135 -3.642 -0.391 -0.90
C 2.633 -3.202 -1.747 0.20
C 1.834 -3.631 -2.980 -1.23
C 1.098 -2.354 -3.416 -1.23
B 0.418 -2.486 -4.867 0.29
O -0.463 -1.534 -5.329 0.08
O 0.813 -3.530 -5.665 -0.60
C 2.129 -1.230 -3.207 1.16
C 3.262 -1.143 -4.236 -1.34
C 2.887 -0.515 -5.574 -0.69
C 3.816 -0.883 -6.716 -0.87
Cl 5.530 -0.785 -6.238 -0.19
P 1.172 0.318 -2.829 1.04
O 0.240 0.109 -1.706 -0.68
O 0.409 0.739 -4.133 -0.30
O 2.339 1.367 -2.596 -0.49
N 2.829 -1.690 -1.910 -0.03
F 2.464 -0.981 -0.795 -0.03
H 0.354 -2.162 3.327 0.39
H 0.181 -1.860 1.610 0.28
H 0.498 -0.504 2.687 0.12
H 2.710 -1.563 3.292 0.12
H 2.634 -1.083 1.599 0.08
H 3.395 -3.583 2.541 0.19
H 1.736 -3.861 2.010 0.40
H 2.050 -4.733 -0.469 0.39
H 1.129 -3.257 -0.185 0.34
H 3.642 -3.608 -1.845 0.12
H 1.067 -4.344 -2.684 0.68
H 2.507 -4.028 -3.732 0.36
H 0.365 -2.207 -2.615 0.76
H -1.321 -1.483 -4.904 0.20
H 0.166 -4.223 -5.801 0.32
H 3.689 -2.139 -4.391 0.65
H 4.053 -0.530 -3.794 0.84
H 1.891 -0.836 -5.898 0.03
H 2.877 0.573 -5.471 0.36
H 3.706 -0.184 -7.539 0.47
H 3.644 -1.902 -7.053 0.34
H 0.780 0.521 -4.992 0.23
H 2.020 2.039 -1.968 0.21
H 3.837 -1.532 -1.954 0.62
C -5.355 1.585 -7.464 -0.51
O -5.161 0.241 -7.890 -0.40
C -4.707 0.164 -9.232 -0.53
C -3.232 -0.192 -9.298 -0.45
O -2.396 0.780 -8.688 -0.44
C -2.038 0.373 -7.381 -0.65
H -5.437 1.577 -6.379 -0.09
H -4.528 2.236 -7.749 0.37
H -6.286 1.981 -7.883 0.41
H -4.899 1.111 -9.743 0.32
H -5.273 -0.619 -9.744 0.41
H -2.927 -0.292 -10.343 0.43
H -3.073 -1.157 -8.805 0.24
H -1.285 -0.420 -7.413 0.32
H -2.910 0.026 -6.819 0.32
H -1.621 1.243 -6.870 0.18
C -2.342 4.472 -5.337 -0.62
O -3.647 3.935 -5.358 -0.36
C -4.067 3.438 -4.096 0.37
C -4.980 4.406 -3.382 -0.70
O -4.307 5.603 -3.023 -0.38
C -4.574 6.689 -3.892 -0.73
H -2.200 5.017 -6.270 0.34
H -2.203 5.161 -4.498 0.34
H -1.594 3.681 -5.272 0.04
H -3.200 3.204 -3.467 0.16
H -4.615 2.507 -4.274 0.03
H -5.334 3.937 -2.459 0.31
H -5.852 4.625 -4.005 0.35
H -5.584 7.080 -3.732 0.32
H -4.464 6.402 -4.941 0.30
H -3.856 7.474 -3.661 0.25
C 3.151 -4.898 6.695 -0.73
O 3.679 -4.126 5.627 -0.24
C 4.584 -3.121 6.051 -0.31
C 6.026 -3.524 5.842 -0.57
O 6.394 -4.620 6.655 -0.38
C 6.412 -5.863 5.981 -0.69
H 2.656 -5.764 6.258 0.26
H 3.938 -5.242 7.369 0.33
H 2.416 -4.324 7.268 0.22
H 4.416 -2.875 7.104 0.32
H 4.382 -2.222 5.458 0.26
H 6.669 -2.681 6.114 0.37
H 6.199 -3.754 4.784 0.30
H 7.277 -5.933 5.312 0.33
H 5.497 -6.021 5.403 0.28
H 6.493 -6.639 6.738 0.25
C -4.555 0.951 -1.321 -0.72
O -5.527 0.679 -2.313 -0.22
C -5.707 -0.708 -2.555 -0.46
C -6.930 -1.257 -1.858 -0.60
O -6.800 -1.209 -0.450 -0.38
C -7.493 -0.132 0.156 -0.66
H -4.638 2.003 -1.052 0.20
H -4.710 0.343 -0.428 0.47
H -3.546 0.768 -1.713 0.16
H -4.820 -1.267 -2.239 0.31
H -5.826 -0.840 -3.635 0.36
H -7.054 -2.306 -2.144 0.37
H -7.821 -0.710 -2.183 0.34
H -8.573 -0.312 0.155 0.33
H -7.287 0.814 -0.349 0.25
H -7.151 -0.069 1.187 0.24
C 1.134 1.466 5.819 -0.82
O 1.257 1.502 4.407 -0.20
C 0.829 2.724 3.830 -0.56
C 1.992 3.623 3.478 -0.20
O 2.694 4.061 4.623 -0.44
C 3.893 3.352 4.874 -0.67
H 1.685 0.595 6.169 0.21
H 1.553 2.363 6.281 0.37
H 0.086 1.364 6.117 0.30
H 0.145 3.248 4.503 0.36
H 0.281 2.481 2.912 0.38
H 1.607 4.513 2.969 0.27
H 2.669 3.102 2.789 0.20
H 4.673 3.636 4.158 0.32
H 3.738 2.271 4.828 0.24
H 4.223 3.623 5.875 0.25
C 1.587 7.647 -1.545 -0.67
O 0.829 6.995 -0.542 -0.42
C 0.096 5.878 -1.003 -0.70
C 0.775 4.577 -0.649 0.26
O 2.027 4.420 -1.319 -0.30
C 3.148 4.726 -0.501 -0.74
H 2.259 8.338 -1.041 0.24
H 2.176 6.937 -2.131 0.28
H 0.938 8.216 -2.218 0.31
H -0.059 5.936 -2.086 0.36
H -0.885 5.898 -0.519 0.39
H 0.126 3.750 -0.958 0.37
H 0.915 4.509 0.434 -0.22
H 3.327 3.934 0.234 0.18
H 3.010 5.674 0.021 0.38
H 4.014 4.801 -1.155 0.28
C -2.143 -5.032 10.255 -0.65
O -1.530 -4.449 11.387 -0.38
C -0.235 -4.953 11.663 -0.50
C 0.850 -4.014 11.189 -0.56
O 0.867 -3.887 9.775 -0.25
C 0.249 -2.706 9.305 -0.85
H -3.019 -4.430 10.017 0.24
H -1.471 -5.041 9.392 0.24
H -2.468 -6.056 10.467 0.32
H -0.101 -5.938 11.206 0.32
H -0.149 -5.068 12.747 0.37
H 1.821 -4.415 11.494 0.36
H 0.726 -3.033 11.659 0.35
H 0.878 -1.829 9.496 0.32
H -0.729 -2.551 9.767 0.41
H 0.118 -2.814 8.229 0.23
```

---

Record 4
The following is a DFT calculation (ωB97M-V/def2-TZVPD) of C5H12N4Si in the gas phase.

Its SMILES is CC(C)(C)[SiH2]n1ncnn1. As for the HOMO energy: -10.620 eV. The value obtained for the HOMO-LUMO gap is 11.33 eV. The total charge is 0. For the lowest unoccupied orbital energy, the calculation gives 0.71 eV.

XYZ file:
```
22
Properties=species:S:1:pos:R:3:nbo_charge:R:1
C -3.957 -0.230 0.325 0.10
C 1.168 1.555 -0.474 -0.63
C 1.049 0.018 1.466 -0.64
C 2.392 -0.578 -0.553 -0.63
C 1.059 0.114 -0.098 -0.49
N -3.031 -1.122 -0.038 -0.26
N -1.948 -0.322 -0.147 -0.35
N -2.260 0.933 0.045 -0.04
N -3.497 1.029 0.391 -0.26
Si -0.376 -1.003 -0.633 1.32
H -4.919 -0.469 0.538 0.20
H 0.107 2.023 -0.217 0.24
H 2.032 2.097 -0.102 0.22
H 1.179 1.679 -1.573 0.22
H 1.919 0.792 1.671 0.22
H 1.375 -1.056 1.804 0.22
H 0.078 0.341 1.979 0.23
H 2.640 -0.402 -1.643 0.22
H 3.258 -0.065 -0.109 0.22
H 2.516 -1.730 -0.362 0.22
H -0.581 -1.209 -2.082 -0.18
H -0.202 -2.397 -0.186 -0.15
```